# 1
The following is a quantum chemistry calculation of C24H48O6 as an isolated structure, from the Open Molecules 2025 dataset.

Results
- Electronic energy: -1393.295421 hartree
- Energy relative to the best compared isomer or geometry (same formula, charge and spin): 3538.16 kJ/mol
- 2S+1: 1
- Gap between HOMO and LUMO: 8.31 eV

Each line ends with the Löwdin charge.
Positions of all 78 atoms, in Å:
C: 12.3791 -0.9112 -14.9321  -0.148
C: 11.1025 -1.5576 -14.8583  -0.239
C: 10.7778 -1.5024 -13.3630  -0.218
O: 12.0450 -1.7276 -12.7820  -0.119
C: 13.0900 -1.0862 -13.5456  -0.149
H: 12.3012 0.1699 -15.0478  0.116
H: 13.0067 -1.3539 -15.7056  0.117
H: 11.2665 -2.5831 -15.1894  0.141
H: 10.2988 -1.0995 -15.4348  -0.029
H: 10.0936 -2.2607 -12.9824  0.128
H: 10.4435 -0.5369 -12.9834  0.086
H: 14.0725 -1.5383 -13.6816  0.110
H: 13.2011 -0.0786 -13.1450  0.101
C: 5.0160 2.1010 -14.4229  -0.098
C: 5.4432 2.2912 -15.8343  -0.168
C: 6.9640 2.2812 -15.8930  -0.145
O: 7.3437 2.5437 -14.5500  -0.107
C: 6.3444 2.1513 -13.6148  -0.301
H: 4.4139 1.1946 -14.3599  0.110
H: 4.2076 2.7805 -14.1533  0.108
H: 5.0893 3.2449 -16.2260  0.111
H: 5.0254 1.5839 -16.5508  0.114
H: 7.4131 2.8255 -16.7237  0.130
H: 7.2921 1.2519 -16.0372  0.108
H: 6.3276 2.7411 -12.6983  -0.019
H: 6.4790 1.0872 -13.4211  0.037
C: 5.1764 1.8698 -10.5169  -0.180
C: 6.5281 1.7830 -11.2120  -0.200
C: 6.7683 3.2211 -11.6188  -0.253
O: 5.5201 3.7363 -11.8639  -0.093
C: 4.5677 3.2278 -10.9821  -0.101
H: 5.2840 1.8753 -9.4323  0.141
H: 4.5278 1.0052 -10.6578  0.067
H: 6.5852 1.1513 -12.0984  0.030
H: 7.2319 1.3072 -10.5290  0.139
H: 7.4387 3.3234 -12.4721  0.152
H: 7.3258 3.7935 -10.8773  0.154
H: 3.6412 3.2371 -11.5562  0.126
H: 4.4281 3.9285 -10.1589  0.120
C: 5.4043 -0.1793 -9.8488  -0.264
C: 6.2119 -1.4169 -9.5511  -0.128
C: 5.1784 -2.5317 -9.5592  -0.177
O: 4.3633 -2.1260 -10.6380  -0.141
C: 4.2577 -0.6950 -10.7227  -0.161
H: 5.8387 0.7116 -10.3021  -0.027
H: 5.1074 0.2072 -8.8738  0.139
H: 6.5509 -1.4498 -8.5157  0.127
H: 6.9309 -1.6662 -10.3316  0.049
H: 4.4157 -2.6164 -8.7851  0.129
H: 5.6556 -3.4489 -9.9043  0.127
H: 3.3530 -0.3662 -10.2112  0.140
H: 4.3978 -0.4055 -11.7642  0.138
C: 8.2961 -1.8758 -14.9239  -0.110
C: 7.0006 -2.4428 -15.5780  -0.117
C: 7.5370 -3.1860 -16.7912  -0.224
O: 8.7103 -2.4955 -17.1753  -0.106
C: 9.4099 -1.9289 -16.0305  -0.186
H: 8.5868 -2.5072 -14.0842  0.129
H: 8.0978 -0.8456 -14.6281  0.064
H: 6.3451 -1.6433 -15.9234  0.099
H: 6.3825 -3.0414 -14.9089  0.108
H: 6.8670 -3.4288 -17.6159  0.115
H: 7.8036 -4.2021 -16.5005  0.108
H: 9.8916 -0.9559 -16.1270  0.123
H: 10.1966 -2.5962 -15.6783  0.097
C: 7.6963 0.4905 -13.3039  -0.169
C: 7.2552 -0.1194 -11.9162  -0.175
C: 7.8402 -1.5355 -11.9440  -0.037
O: 8.9499 -1.4780 -12.9395  -0.319
C: 9.0714 -0.1710 -13.4116  -0.285
H: 7.7122 1.5793 -13.2557  0.103
H: 7.2339 0.3441 -14.2801  0.132
H: 6.1987 0.0278 -11.6918  0.099
H: 7.8286 0.4587 -11.1915  0.128
H: 7.0213 -2.1125 -12.3736  0.146
H: 8.2887 -1.8564 -11.0037  0.136
H: 9.4268 0.0190 -14.4244  0.149
H: 9.7598 0.5028 -12.9016  0.163

# 2
The following is a quantum chemistry calculation of C24H49AsBr6F9N6O8 as an isolated structure, from the Open Molecules 2025 dataset.

Results
- Electronic energy: -20453.200520 hartree
- Energy relative to the best compared isomer or geometry (same formula, charge and spin): 322.01 kJ/mol
- 2S+1: 1
- Gap between HOMO and LUMO: 9.06 eV
- Total charge: -1

Each line ends with the Löwdin charge.
Positions of all 103 atoms, in Å:
As: -0.6389 -0.0778 2.5758  0.844
F: -1.6297 -0.7041 3.8668  -0.281
F: -2.0300 0.6505 1.7383  -0.292
F: 0.4077 0.6064 1.2936  -0.316
F: 0.9105 -0.6304 3.2977  -0.323
F: -0.7256 -1.6815 1.7462  -0.314
F: -0.3796 1.3748 3.5915  -0.318
C: 4.7682 -5.5803 -7.8871  -0.008
C: 3.6517 -5.5815 -6.8617  -0.539
O: 2.4983 -5.4504 -7.2452  0.031
N: 4.0475 -5.5973 -5.5347  -0.010
C: 3.0809 -5.5912 -4.5345  -0.113
H: 5.7392 -5.8432 -7.4673  0.069
H: 4.8622 -4.5475 -8.2224  0.086
H: 4.3662 -6.2428 -8.6537  0.086
H: 5.0421 -5.6598 -5.3701  0.135
H: 2.0600 -5.3165 -4.7997  0.094
H: 3.3632 -4.8712 -3.7664  0.084
H: 3.0801 -6.5271 -3.9756  0.084
C: -3.6767 -3.6317 -9.0702  -0.013
C: -3.7060 -2.5363 -8.0836  -0.605
O: -4.6468 -1.7780 -8.1042  0.051
N: -2.6763 -2.4680 -7.2322  -0.007
C: -2.4896 -1.4301 -6.2871  -0.079
H: -4.1552 -4.4930 -8.6040  0.091
H: -2.6464 -3.9486 -9.2321  0.071
H: -4.0599 -3.3262 -10.0439  0.090
H: -1.9345 -3.1371 -7.3810  0.137
H: -2.1024 -1.9481 -5.4097  0.089
H: -3.4471 -0.9491 -6.0871  0.090
H: -1.8293 -0.6074 -6.5613  0.084
C: 5.4864 5.0116 2.5799  -0.009
C: 5.8279 5.0497 1.1390  -0.586
O: 6.8411 5.5890 0.7866  0.047
N: 4.9258 4.5641 0.2459  -0.007
C: 5.1536 4.4856 -1.1403  -0.095
H: 6.0536 4.2479 3.1120  0.087
H: 4.4449 4.8091 2.8298  0.079
H: 5.7917 5.9680 3.0046  0.087
H: 4.1906 4.0023 0.6509  0.141
H: 6.1041 4.9050 -1.4702  0.086
H: 4.3911 5.0423 -1.6851  0.083
H: 5.1257 3.4249 -1.3900  0.087
C: -2.8975 -8.5260 0.7625  -0.015
C: -1.7424 -9.0879 1.5249  -0.531
O: -1.2252 -10.1911 1.1865  -0.011
N: -1.2015 -8.2944 2.4665  0.001
C: -0.0487 -8.6472 3.2764  -0.076
H: -3.3408 -7.6383 1.2137  0.072
H: -3.7555 -9.1965 0.8112  0.084
H: -2.5918 -8.2560 -0.2483  0.090
H: -1.4487 -7.3397 2.6845  0.141
H: 0.0896 -9.7248 3.3651  0.081
H: -0.2728 -8.3135 4.2895  0.081
H: 0.8874 -8.2172 2.9202  0.085
C: -1.6180 7.5959 2.3985  0.004
C: -2.7918 8.1163 3.2006  -0.584
O: -3.5858 8.8536 2.6301  0.022
N: -2.8079 7.8931 4.5087  0.012
C: -3.8814 8.4025 5.3870  -0.063
H: -1.1490 6.9763 3.1629  0.068
H: -0.9516 8.3846 2.0492  0.084
H: -1.9310 7.0791 1.4913  0.087
H: -2.1987 7.2216 4.9536  0.133
H: -4.8372 7.8892 5.2821  0.081
H: -4.0710 9.4637 5.2259  0.081
H: -3.6132 8.2688 6.4351  0.076
C: -6.7271 5.6279 -2.5320  -0.010
C: -7.2884 5.8095 -3.9111  -0.554
O: -7.4323 4.8523 -4.6815  0.016
N: -7.7536 7.0128 -4.3156  0.002
C: -7.2390 8.3538 -3.8852  -0.055
H: -6.4928 4.5829 -2.3291  0.084
H: -7.3932 5.7974 -1.6860  0.086
H: -5.8010 6.1931 -2.4268  0.077
H: -8.2031 6.9686 -5.2190  0.129
H: -7.9635 8.7325 -3.1641  0.076
H: -7.0610 9.0479 -4.7066  0.077
H: -6.2693 8.1844 -3.4174  0.071
C: 9.2228 -1.1945 0.5190  -0.066
C: 7.8862 -1.6604 1.0561  -0.247
O: 8.0241 -2.6384 2.0468  0.002
C: 8.4554 -2.2248 3.3148  -0.250
O: 8.7598 -1.0433 3.6121  0.114
C: 8.5069 -3.3130 4.4045  -0.630
F: 9.7391 -3.6035 4.6852  0.209
F: 7.9333 -2.8859 5.4792  0.221
F: 7.8823 -4.4224 3.9517  0.153
H: 9.8593 -0.6465 1.2138  0.079
H: 8.9772 -0.5231 -0.3038  0.078
H: 9.6977 -2.0445 0.0290  0.079
H: 7.3135 -2.1634 0.2770  0.129
H: 7.3104 -0.7993 1.3953  0.129
C: -8.3476 -2.6600 5.5173  -1.542
Br: -8.4516 -4.4789 4.7773  0.530
Br: -9.2105 -2.5385 7.2732  0.514
Br: -9.1526 -1.3117 4.3036  0.521
H: -7.3098 -2.4275 5.7561  -0.024
C: -1.8448 1.7743 10.1924  -1.525
Br: -1.2042 3.1689 11.3999  0.513
Br: -3.5263 2.4582 9.3746  0.500
Br: -2.2395 0.1701 11.2491  0.521
H: -1.1124 1.5579 9.4146  -0.009

# 3
The following is a quantum chemistry calculation of C24H49B2BrCl2KMgN3O18PS as an isolated structure, from the Open Molecules 2025 dataset.

Results
- Electronic energy: -7545.942390 hartree
- 2S+1: 1
- Gap between HOMO and LUMO: 1.45 eV
- Total charge: -1

Each line ends with the Löwdin charge.
Positions of all 103 atoms, in Å:
C: -1.1511 2.4473 7.1909  0.054
C: -2.0069 3.1386 6.4053  -0.187
C: -2.5103 2.6782 5.0533  -0.359
P: -1.6987 3.8564 3.9164  0.331
O: -2.4973 3.9852 2.4815  -0.442
O: -0.2292 3.3645 3.5577  -0.202
S: -1.5385 5.6627 4.6382  0.389
C: -2.4056 1.1512 4.7671  -0.049
B: -1.0214 0.4225 4.3965  -0.561
C: -0.5848 0.2568 2.8962  -0.157
O: -0.2040 -0.0492 5.3769  0.120
C: -3.4534 0.9733 3.6573  -0.445
O: -3.5507 0.1551 2.8487  0.169
N: -4.3756 2.0359 3.8275  0.126
C: -4.0834 2.7835 5.0328  -0.291
C: -4.8220 2.2797 6.3063  -0.059
C: -5.1778 0.8082 6.3933  -0.134
O: -6.3961 0.7143 7.2099  -0.030
C: -6.7280 -0.5886 7.2074  -0.409
O: -6.2251 -1.3442 7.9086  0.146
B: -4.7118 4.2413 4.8263  -0.655
N: -4.6425 5.2410 5.8633  0.177
O: -5.3466 4.5961 3.6605  0.150
H: -0.1096 2.3250 6.9475  0.080
H: -1.5015 2.0252 8.1185  0.071
H: -2.3815 4.0741 6.7823  0.075
H: -2.1168 3.2188 1.9556  -0.052
H: 0.0615 3.8088 2.7496  -0.021
H: -2.6435 0.7117 5.7335  0.131
H: -1.1829 -0.5363 2.4746  0.076
H: -0.8740 1.2309 2.4041  -0.099
H: 0.4703 0.0173 2.7894  -0.153
H: -0.6946 -0.2593 6.1729  0.101
H: -4.3322 2.5690 2.9679  0.119
H: -5.7653 2.8121 6.3307  0.124
H: -4.3153 2.5307 7.2263  0.125
H: -4.4077 0.3040 6.9538  0.119
H: -5.3912 0.3311 5.4486  0.129
H: -7.4591 -0.9609 6.4876  0.154
H: -4.2932 4.8613 6.7281  0.060
H: -4.0571 6.0169 5.5912  0.034
H: -5.1126 5.5128 3.5127  0.100
C: -2.9883 -3.9165 4.4588  -0.141
C: -4.2790 -4.1065 5.2643  -0.151
C: -4.2292 -2.9233 6.2166  -0.184
O: -3.5319 -1.8731 5.5384  -0.148
C: -2.9247 -2.3959 4.3624  -0.203
H: -2.9987 -4.4088 3.4880  0.113
H: -2.1316 -4.2951 5.0213  0.116
H: -5.1419 -4.0129 4.5984  0.118
H: -4.3471 -5.0597 5.7755  0.084
H: -3.6686 -3.1713 7.1241  0.130
H: -5.2058 -2.5691 6.5032  0.083
H: -3.4878 -2.0231 3.5073  0.110
H: -1.8980 -2.0269 4.2904  0.107
Mg: 2.1212 -1.0800 2.7733  0.759
N: 4.0809 -1.5428 -1.1593  -0.644
O: 3.3320 -0.6883 -0.6176  -0.152
O: 4.8228 -1.2041 -2.0974  -0.068
O: 4.0755 -2.7162 -0.7466  -0.091
C: 2.4144 3.6657 0.1981  -1.024
Cl: 2.8576 2.4463 1.3797  0.487
Cl: 1.4192 4.9062 0.9842  0.495
H: 3.3142 4.1321 -0.1815  0.028
H: 1.8502 3.2079 -0.6046  -0.016
C: 4.5131 0.3304 -6.5534  -0.176
C: 3.1347 0.9613 -6.7127  -0.182
C: 2.2422 -0.0838 -6.0554  -0.220
O: 3.0192 -0.7068 -5.0390  -0.128
C: 4.3961 -0.3354 -5.1875  -0.200
H: 5.3333 1.0469 -6.6073  0.108
H: 4.6682 -0.4236 -7.3259  0.080
H: 3.0869 1.9006 -6.1545  0.107
H: 2.8591 1.1673 -7.7478  0.102
H: 1.9392 -0.8548 -6.7756  0.111
H: 1.3430 0.3478 -5.6110  0.112
H: 4.6498 0.3575 -4.3809  0.112
H: 5.0252 -1.2181 -5.0909  0.117
Br: -0.4811 1.9246 0.3845  0.015
O: 5.5744 -2.1903 -8.7218  -0.044
H: 5.1413 -2.9992 -9.0097  0.044
H: 6.4853 -2.3015 -9.0084  0.029
C: 6.4899 -2.9918 -14.7235  -0.116
O: 6.3670 -1.6417 -14.3162  -0.192
C: 5.3747 -1.4498 -13.3169  -0.202
C: 5.9753 -1.3582 -11.9319  -0.203
O: 6.5848 -2.5863 -11.5471  -0.210
C: 7.9913 -2.5746 -11.7275  -0.109
H: 7.4384 -3.0992 -15.2477  0.088
H: 6.4827 -3.6772 -13.8736  0.083
H: 5.6768 -3.2559 -15.4087  0.088
H: 4.6255 -2.2455 -13.3625  0.127
H: 4.8756 -0.5031 -13.5436  0.126
H: 5.1768 -1.1586 -11.2127  0.119
H: 6.6929 -0.5354 -11.8699  0.130
H: 8.4714 -2.0242 -10.9100  0.090
H: 8.2785 -2.1276 -12.6808  0.084
H: 8.3403 -3.6060 -11.7048  0.090
C: -4.2785 -6.1169 8.5265  -0.929
O: -4.1159 -5.8266 9.7155  0.140
O: -5.2649 -5.7421 7.8207  0.157
O: -3.4762 -6.8241 7.8422  0.167
K: -2.6243 4.6745 0.1963  0.818

Strongest force on any atom for every record listed, in sequence, given in eV Å⁻¹: 12.09 4.58 5.13.